Record 1
{"formula": "C5H10N4", "method": "ωB97M-V/def2-TZVPD", "lumo_energy_ev": 0.87, "de_lowest_kcal_mol": 117.1, "e_homo_ev": -8.69, "homo_lumo_gap_ev": 9.6, "energy_ev": -11302.7981, "symbols": ["C", "C", "C", "C", "C", "N", "N", "N", "N", "H", "H", "H", "H", "H", "H", "H", "H", "H", "H"], "xyz": [[2.35261, -0.45976, 0.46081], [3.04441, -1.46902, 0.90040], [-2.51770, -0.37431, 0.92134], [2.17786, 1.56301, -0.85853], [-1.47697, 0.30169, 0.02852], [-0.02928, -2.75626, -0.88748], [-0.45283, -1.68633, -0.79848], [1.76598, 0.47448, -0.05852], [-1.03750, -0.64886, -0.97789], [3.25260, -2.21696, 0.14209], [3.38693, -1.70332, 1.88630], [-2.11139, -1.08116, 1.67135], [-3.12369, 0.35205, 1.40324], [-3.21665, -1.08715, 0.24784], [1.68969, 1.52788, -1.88074], [1.87634, 2.50487, -0.44751], [3.41866, 1.75121, -0.86136], [-1.90761, 1.11770, -0.42890], [-0.57267, 0.75782, 0.42969]], "forces_ev_per_a": [[0.24, 1.95, -0.69], [0.11, -0.98, -0.52], [-0.54, -2.40, -1.11], [3.33, 1.14, -1.00], [1.01, -2.18, 1.18], [-0.49, 2.61, 0.59], [0.41, -3.04, -0.19], [-0.59, -1.62, 0.71], [-0.15, 0.99, -1.43], [-0.15, -0.12, 0.07], [-0.04, 0.46, 0.39], [0.06, 0.57, -0.31], [-0.64, 0.54, 0.55], [1.47, 1.91, 1.34], [0.97, -0.28, 1.09], [-0.65, 0.41, 0.53], [-3.08, -0.95, -0.53], [-1.24, 1.40, -1.68], [-0.03, -0.40, 1.02]]}

=====

Record 2
{"formula": "C51H88Cl2N8O9S", "method": "ωB97M-V/def2-TZVPD", "lumo_energy_ev": -0.08, "e_homo_ev": -6.95, "smiles": "CCCCCCc1c(CCCCN(C)C(C)=O)c(COCCOCC)cc2c1Sc1cccc(/C(Cl)=C(/C)Cl)c1N2.CNC(C)=O.CNC(C)=O.CNC(C)=O.CNC(C)=O.CNC(C)=O.CNC(C)=O", "homo_lumo_gap_ev": 6.9, "energy_ev": -120516.6120, "symbols": ["C", "C", "C", "C", "C", "C", "C", "C", "C", "C", "C", "C", "N", "C", "C", "C", "O", "C", "C", "O", "C", "C", "O", "C", "C", "C", "C", "C", "S", "C", "C", "C", "C", "C", "C", "Cl", "C", "C", "Cl", "C", "N", "H", "H", "H", "H", "H", "H", "H", "H", "H", "H", "H", "H", "H", "H", "H", "H", "H", "H", "H", "H", "H", "H", "H", "H", "H", "H", "H", "H", "H", "H", "H", "H", "H", "H", "H", "H", "H", "H", "H", "H", "H", "H", "H", "H", "H", "H", "C", "N", "C", "C", "O", "H", "H", "H", "H", "H", "H", "H", "C", "N", "C", "C", "O", "H", "H", "H", "H", "H", "H", "H", "C", "N", "C", "C", "O", "H", "H", "H", "H", "H", "H", "H", "C", "N", "C", "C", "O", "H", "H", "H", "H", "H", "H", "H", "C", "N", "C", "C", "O", "H", "H", "H", "H", "H", "H", "H", "C", "N", "C", "C", "O", "H", "H", "H", "H", "H", "H", "H"], "xyz": [[5.36680, -5.83204, 0.79399], [5.39728, -4.99477, -0.63497], [3.90278, -4.70516, -1.24603], [2.93331, -3.78303, -0.28900], [3.59443, -2.33158, 0.13541], [3.05196, -1.08440, -0.83743], [1.60543, -0.49687, -0.30188], [1.68677, 0.45707, 1.06808], [3.06947, 0.78223, 1.88623], [3.57801, 2.33994, 1.80174], [4.13080, 2.63692, 0.28222], [5.75131, 2.26472, 0.29949], [6.21289, 2.17015, -1.13936], [7.54385, 1.42095, -1.19364], [6.38763, 3.54970, -1.73897], [7.46688, 4.62700, -1.12239], [5.63832, 3.86487, -2.81661], [0.24375, 1.08074, 1.57779], [0.15767, 2.06228, 2.92703], [0.07371, 3.44494, 2.39261], [-1.19318, 4.09493, 2.77612], [-1.50230, 5.50136, 1.95528], [-0.26984, 6.20974, 1.52773], [0.07167, 5.89636, 0.12691], [-0.74049, 6.79546, -0.98728], [-1.21952, 0.76924, 0.83672], [-1.28977, -0.21160, -0.51510], [0.14008, -0.81273, -1.03795], [0.14147, -1.92649, -2.54757], [-1.46094, -1.42125, -3.45784], [-1.62244, -1.70045, -5.09469], [-3.01343, -1.32752, -5.93643], [-4.21497, -0.63080, -5.04479], [-4.05144, -0.34587, -3.40482], [-5.38956, 0.31607, -2.68070], [-5.98026, 2.07706, -3.02051], [-6.15247, -0.59536, -1.73794], [-7.53276, -0.16989, -0.95003], [-5.50671, -2.35214, -1.47549], [-2.65771, -0.74250, -2.57086], [-2.66046, -0.47516, -1.08640], [6.20163, -6.67455, 0.72819], [5.55625, -5.16827, 1.74018], [4.32824, -6.39851, 0.80831], [5.97597, -5.68041, -1.42095], [6.04127, -4.00089, -0.56456], [3.98163, -4.17236, -2.30623], [3.37278, -5.76685, -1.35080], [1.95921, -3.54754, -0.92996], [2.55192, -4.35086, 0.68810], [4.78743, -2.35897, 0.13874], [3.28903, -2.13845, 1.27166], [3.83832, -0.21641, -0.68654], [3.02306, -1.49555, -1.94105], [2.83779, 0.56795, 3.03565], [3.97380, 0.05143, 1.61941], [4.48605, 2.43093, 2.57139], [2.70477, 3.06413, 2.09521], [3.97070, 3.75793, -0.04635], [3.50785, 1.97233, -0.45216], [6.37519, 3.00573, 0.96300], [5.86808, 1.19250, 0.80932], [8.36501, 2.05330, -1.78365], [7.90955, 1.18567, -0.10691], [7.42367, 0.39446, -1.77628], [7.93976, 4.13515, -0.15677], [6.84933, 5.60672, -0.87236], [8.32434, 4.81691, -1.89882], [-0.88890, 1.81811, 3.41429], [1.04983, 1.90322, 3.66866], [-2.14956, 3.40219, 2.60214], [-1.08299, 4.39570, 3.91608], [-2.13624, 5.32315, 0.97666], [-2.13202, 6.27378, 2.61136], [1.22473, 6.10194, -0.02735], [-0.21749, 4.76007, -0.08912], [-1.76931, 6.27129, -1.25505], [-0.88936, 7.92306, -0.68912], [-0.08723, 6.75166, -1.98008], [-2.20986, 1.24303, 1.27959], [-0.74277, -2.18307, -5.70053], [-3.17355, -1.54075, -7.07744], [-5.22350, -0.35562, -5.61715], [-7.90406, 0.91064, -1.24087], [-8.38381, -0.98789, -1.10135], [-7.30086, -0.15250, 0.21539], [-3.19910, 0.42377, -0.94572], [-5.79456, -4.13848, 1.82508], [-5.35056, -2.88528, 2.38757], [-5.26264, -2.53143, 3.70161], [-5.66897, -3.54283, 4.73716], [-4.85935, -1.41111, 4.00660], [-4.97745, -4.54936, 1.22707], [-6.64726, -3.93360, 1.17316], [-6.08516, -4.85941, 2.59019], [-5.05923, -2.15052, 1.75391], [-5.54268, -3.11280, 5.73524], [-6.72105, -3.81040, 4.60735], [-5.03676, -4.43150, 4.66181], [6.13164, -0.36683, 5.63793], [5.91850, -0.74828, 4.26203], [5.64387, -1.98604, 3.75987], [5.53912, -3.13518, 4.72366], [5.49010, -2.13352, 2.54934], [5.38502, 0.38693, 5.89965], [7.12828, 0.07434, 5.71631], [6.05205, -1.21234, 6.32230], [5.97259, -0.02952, 3.55019], [5.31650, -4.05360, 4.17231], [6.48753, -3.27032, 5.25049], [4.72912, -2.95509, 5.43541], [-11.94722, -4.64667, 4.52365], [-10.62361, -4.18486, 4.86833], [-9.67229, -4.82023, 5.61059], [-9.99562, -6.18032, 6.16375], [-8.58797, -4.27623, 5.80832], [-12.02144, -4.67836, 3.43388], [-12.66938, -3.92363, 4.91066], [-12.16427, -5.63402, 4.93306], [-10.32940, -3.27543, 4.53273], [-9.13890, -6.55552, 6.73145], [-10.85459, -6.11671, 6.83712], [-10.20099, -6.87804, 5.34757], [-0.57765, -0.46088, -10.32260], [0.08459, -1.28542, -9.33995], [0.86023, -0.89217, -8.28953], [1.08456, 0.58043, -8.08575], [1.35146, -1.73649, -7.54348], [-1.64929, -0.66847, -10.27169], [-0.20458, -0.74500, -11.30960], [-0.40395, 0.60344, -10.15937], [-0.01792, -2.29092, -9.40861], [1.72201, 0.73379, -7.20987], [1.58762, 1.00722, -8.95758], [0.13042, 1.08446, -7.91061], [2.39438, 1.12097, 10.38751], [2.83670, 1.02558, 9.01664], [4.03773, 1.39565, 8.48728], [5.06838, 1.98425, 9.41015], [4.24882, 1.24243, 7.28614], [2.14047, 0.11546, 10.73188], [1.49731, 1.74449, 10.41106], [3.15413, 1.54987, 11.04204], [2.19847, 0.63877, 8.33158], [5.97012, 2.22815, 8.84059], [4.68609, 2.90375, 9.86144], [5.33490, 1.26062, 10.18504], [-2.54333, 5.50629, -10.73860], [-1.88961, 4.25227, -11.02865], [-2.23341, 3.00154, -10.60778], [-3.44236, 2.85741, -9.72571], [-1.55849, 2.03407, -10.95314], [-2.84580, 5.95746, -11.68678], [-1.81886, 6.15968, -10.24636], [-3.41738, 5.38264, -10.09804], [-1.06559, 4.26490, -11.61781], [-3.58627, 1.80222, -9.47490], [-3.29775, 3.41615, -8.79716], [-4.33364, 3.21210, -10.25004]], "forces_ev_per_a": [[0.09, -0.51, -1.06], [0.48, -0.23, -0.48], [-0.16, -0.14, 0.54], [-0.37, 0.43, -0.30], [-0.27, -0.16, 0.62], [-0.13, -0.38, 1.13], [-2.17, 1.48, 1.42], [-4.02, -0.69, -2.13], [-0.32, -0.23, 0.88], [0.10, -0.40, -0.42], [0.36, 0.19, 1.03], [-1.68, -0.61, 0.11], [1.71, 1.36, 0.70], [0.89, -0.39, -0.58], [-3.32, 1.29, -4.98], [-0.61, -0.94, 0.17], [4.78, -1.77, 6.82], [-0.11, -1.91, -1.88], [-1.29, -0.95, -1.74], [-1.53, -0.50, 0.94], [-0.45, 1.00, 0.69], [0.01, 0.41, -0.83], [-1.20, -1.23, -0.97], [-0.25, -0.22, -0.82], [0.25, -0.57, -0.54], [3.58, -1.71, -1.59], [3.79, 1.53, 3.08], [-0.46, 2.22, 2.62], [-1.86, 1.49, 0.32], [-3.12, 1.17, -1.19], [-3.03, 1.51, 1.39], [0.25, 1.09, 5.54], [3.31, -1.16, 1.22], [1.40, -0.55, -2.30], [-0.55, -4.39, 2.47], [0.98, -2.82, 0.51], [1.05, 3.27, -2.45], [0.60, -0.60, 0.66], [-1.18, 2.88, -0.35], [-1.38, -0.29, -4.16], [2.59, 1.13, -2.28], [-1.71, 1.85, 0.34], [-0.61, -1.26, -1.91], [2.10, 1.23, 0.37], [-1.32, 1.49, 1.60], [-1.46, -2.07, 0.02], [-0.11, -1.27, 2.22], [1.09, 2.29, -0.06], [1.92, -0.56, 1.40], [1.08, 1.09, -2.18], [-2.74, 0.05, -0.16], [0.68, -0.20, -2.61], [-1.71, -1.67, -0.73], [-0.08, 1.18, 2.15], [0.43, 0.33, -2.42], [-2.21, 1.48, 0.30], [-2.04, 0.01, -1.53], [1.74, -1.38, -0.50], [0.38, -2.21, 0.75], [1.51, 1.20, 1.21], [-1.20, -1.12, -1.20], [-0.24, 2.20, -1.29], [-1.68, -1.39, 1.37], [-0.45, 0.49, -2.09], [0.11, 2.21, 1.25], [-0.97, 1.26, -1.93], [1.54, -2.08, -0.56], [-1.88, -0.24, 1.44], [2.32, 0.29, -0.63], [-1.71, 0.47, -1.54], [2.14, 1.29, 0.49], [-0.50, -0.75, -2.17], [1.12, 0.01, 2.02], [1.48, -1.93, -1.15], [-2.41, -0.59, 0.60], [1.05, 2.34, 0.45], [2.02, 1.34, 0.66], [0.29, -2.35, -0.44], [-1.41, 0.16, 2.07], [2.30, -1.15, -1.01], [-1.69, 1.09, 1.51], [0.55, 0.42, 2.57], [2.38, -0.57, 1.68], [0.93, -2.39, 0.30], [1.96, 1.83, 0.09], [-0.39, -0.08, -2.46], [0.57, -1.47, -0.17], [0.11, 0.27, -0.32], [0.01, 0.27, 0.55], [0.36, 0.70, -0.02], [-0.01, 0.01, 0.11], [-0.19, -0.40, -0.11], [-0.19, -0.26, -0.03], [-0.02, -0.33, -0.03], [0.08, 0.22, -0.05], [-0.02, -0.21, 0.06], [-0.03, -0.01, -0.33], [0.19, -0.14, 0.12], [-0.17, -0.05, -0.02], [-0.09, 0.62, -0.19], [-0.11, -0.92, -0.49], [0.09, 0.63, -0.64], [-0.06, -0.29, 0.00], [0.09, -0.07, 0.40], [0.37, -0.29, 0.23], [0.02, -0.06, 0.29], [-0.02, 0.09, -0.21], [-0.05, -0.16, 0.19], [0.05, 0.31, 0.01], [-0.17, 0.03, 0.13], [0.19, -0.04, 0.09], [0.01, 0.41, -0.20], [0.52, -0.26, 0.34], [0.59, 0.70, -0.08], [0.11, -0.20, 0.16], [-0.56, -0.37, -0.05], [-0.28, -0.16, 0.07], [-0.22, -0.24, -0.08], [0.13, 0.20, -0.04], [-0.08, -0.21, 0.09], [-0.16, 0.23, -0.18], [-0.02, -0.15, -0.15], [-0.15, 0.01, 0.15], [0.13, -0.39, 0.07], [0.40, -0.06, 0.59], [0.03, -0.84, 0.10], [0.16, 0.19, 0.18], [-0.19, 0.33, -0.12], [0.00, 0.32, -0.20], [-0.17, 0.26, -0.12], [-0.02, -0.57, 0.02], [0.09, 0.24, 0.05], [-0.16, -0.20, -0.20], [-0.21, 0.10, 0.05], [0.10, 0.08, -0.17], [-0.37, -0.18, -0.18], [0.68, 0.17, -0.40], [-0.41, -0.25, -0.66], [0.26, 0.10, -0.02], [-0.21, 0.28, 0.70], [-0.01, 0.16, 0.29], [0.06, -0.02, 0.32], [-0.09, -0.08, -0.21], [0.13, 0.10, 0.17], [-0.30, -0.11, 0.03], [0.08, -0.15, 0.13], [-0.06, 0.19, 0.07], [0.34, 0.15, -0.25], [-0.12, -0.73, 0.19], [0.64, -0.15, -0.47], [-0.13, -0.20, 0.13], [-0.56, 0.75, 0.02], [-0.16, 0.20, 0.20], [-0.27, 0.18, 0.05], [0.20, -0.07, -0.13], [-0.20, 0.01, 0.14], [0.15, 0.24, -0.14], [-0.18, 0.03, -0.10], [0.03, 0.08, 0.19]]}

=====

Record 3
{"formula": "C4H8Br2F3LiO4S", "method": "ωB97M-V/def2-TZVPD", "lumo_energy_ev": 4.62, "de_lowest_kcal_mol": 34.5, "e_homo_ev": -1.08, "homo_lumo_gap_ev": 5.7, "energy_ev": -171750.1520, "charge": -2, "symbols": ["Li", "Br", "Br", "C", "F", "F", "F", "S", "O", "O", "O", "C", "C", "C", "O", "H", "H", "H", "H", "H", "H", "H", "H"], "xyz": [[-3.18846, -27.31774, 5.58254], [-3.60108, -25.55619, 3.32152], [-5.19752, -28.84212, 6.05736], [-2.03933, -23.72347, 8.28953], [-2.20101, -24.14897, 9.55107], [-2.10706, -22.36934, 8.10437], [-0.81047, -24.07860, 7.84547], [-3.47681, -24.49066, 7.25454], [-4.71415, -24.25905, 8.00341], [-3.57880, -23.63305, 6.05061], [-3.21060, -25.90850, 6.91034], [-1.50353, -30.83586, 5.11379], [-1.18611, -29.43103, 4.63557], [-1.85984, -29.00520, 3.32522], [-1.53203, -28.49677, 5.64247], [-2.52475, -30.98115, 5.46610], [-0.94643, -31.18617, 5.98272], [-1.38138, -31.65194, 4.40161], [-0.10737, -29.55075, 4.53515], [-2.94489, -29.00043, 3.42890], [-1.78813, -29.75661, 2.53887], [-1.52189, -28.03554, 2.95964], [-1.18703, -28.89379, 6.44555]], "forces_ev_per_a": [[-0.62, 0.53, -0.18], [0.27, -0.49, -0.22], [0.22, -0.34, -0.01], [-1.04, -0.68, -2.15], [0.66, 1.06, 0.03], [0.06, -1.20, 1.33], [-0.48, -0.02, 0.60], [-3.34, 1.14, -4.26], [1.60, -0.74, 1.44], [1.84, -0.85, 1.82], [0.92, 1.43, 1.63], [-1.52, -1.32, 0.51], [-0.13, -1.13, -0.83], [-0.31, -0.63, 0.20], [0.53, -0.01, -0.05], [-0.43, 0.55, -0.20], [0.65, 0.50, 0.17], [0.32, 0.34, -0.57], [0.51, 1.09, -0.34], [-0.11, 0.56, 0.53], [0.79, -0.16, -0.05], [-0.11, -0.04, 0.16], [-0.28, 0.40, 0.45]]}